[1]
Formula: C24H43FP2Pd
Source: the OMol25 dataset
Level of theory: ωB97M-V/def2-TZVPD

Structure (XYZ):
```
71
Properties=species:S:1:pos:R:3:forces:R:3:mulliken_spin:R:1
Pd 2.44449 0.27612 0.66559 -2.1 -0.5 1.6 0.824
C -2.62466 0.58535 2.35992 0.1 -0.4 0.4 0.355
C -2.29943 1.85761 1.82470 0.2 0.4 0.3 0.349
C -3.87649 0.88900 0.46610 -0.1 0.0 -0.1 0.318
C -3.62254 -0.00150 1.54208 -0.2 0.0 -0.2 0.264
C -3.05138 2.03487 0.63536 -0.3 -0.1 -0.1 0.392
C -2.02030 -0.05502 3.55495 0.3 0.2 0.1 0.040
H -1.14280 0.51407 3.89405 -0.3 -0.3 0.0 -0.006
H -1.70684 -1.09003 3.34629 -0.2 0.3 0.0 0.011
H -2.74394 -0.09411 4.38198 0.1 0.0 -0.1 0.026
C -4.27076 -1.31359 1.73290 0.0 -0.4 0.3 0.031
H -3.80476 -1.86422 2.55896 -0.2 0.1 -0.2 -0.003
H -4.18978 -1.92325 0.82230 -0.1 0.1 0.2 0.019
H -5.34598 -1.21597 1.95448 0.3 0.1 -0.1 0.025
C -4.80507 0.61346 -0.65232 0.1 0.0 -0.5 0.011
H -5.85914 0.69158 -0.34852 0.2 0.0 0.0 0.029
H -4.65426 -0.41390 -1.02418 -0.1 0.3 0.2 0.016
H -4.62445 1.30303 -1.49097 -0.2 -0.2 0.3 -0.004
C -2.98869 3.19119 -0.28454 0.4 0.3 -0.2 -0.006
H -3.84564 3.86672 -0.15579 0.1 -0.1 0.0 0.032
H -3.00943 2.85892 -1.33400 -0.1 0.2 0.3 0.008
H -2.06901 3.77326 -0.11213 -0.4 -0.1 -0.2 -0.002
C -1.33849 2.82172 2.41974 0.3 -0.3 -0.4 0.014
H -1.78133 3.42534 3.21139 -0.2 0.0 0.1 0.030
H -0.96627 3.50872 1.65681 0.1 0.0 0.2 0.000
H -0.49604 2.28137 2.86982 -0.1 0.2 -0.1 0.033
C 3.88804 -1.20735 0.30937 -0.1 -1.1 -0.6 0.189
C 4.19150 -0.53167 1.50708 0.4 -0.5 0.5 0.258
C 5.20589 0.57557 1.60912 -0.1 0.3 0.4 0.089
C 5.02624 1.65668 0.52688 0.2 0.4 0.3 0.087
C 3.59975 1.81263 0.03035 0.4 1.8 0.4 0.185
C 3.06226 1.16113 -1.10378 -0.3 -0.3 -0.5 0.150
C 3.83818 0.12783 -1.89118 0.2 0.2 -0.2 0.110
C 4.55181 -0.94011 -1.02769 0.2 -0.3 -0.4 0.018
H 6.22696 0.16784 1.60301 -0.1 0.1 0.0 0.003
H 5.71340 1.49825 -0.30608 0.0 0.1 0.0 0.006
H 5.05076 1.04697 2.59281 0.2 -0.2 -0.3 -0.003
H 5.60849 -0.65879 -0.87902 -0.4 -0.2 -0.1 0.005
H 3.40813 -2.19309 0.39677 0.4 0.3 0.1 -0.008
H 3.99184 -1.09578 2.42105 0.0 0.2 -0.1 0.008
H 4.54383 -1.89821 -1.58771 0.2 0.6 0.2 0.001
H 3.13854 -0.37172 -2.57164 0.1 0.0 0.0 -0.010
H 2.18473 1.60984 -1.58232 0.4 0.1 -0.1 0.069
H 4.57925 0.64815 -2.51110 0.0 -0.1 -0.2 -0.014
H 5.26773 2.62335 0.99305 0.3 -0.3 -0.3 0.003
H 3.13519 2.74864 0.38198 0.1 -0.4 -0.5 -0.006
P -0.31343 -1.43982 0.44891 -0.4 0.4 0.1 0.052
P -1.03784 -0.57627 -2.90605 -1.8 -1.2 0.9 -0.018
C 0.70069 -1.95174 -1.02401 0.6 0.0 0.1 -0.052
C 0.07863 -1.90312 -2.44559 0.3 -0.2 0.1 0.004
H 1.01302 -2.98232 -0.80673 0.0 0.1 -0.4 -0.007
H 1.62990 -1.34461 -1.02551 -0.5 -0.2 0.1 0.008
H 0.89562 -1.84095 -3.18864 -0.2 -0.1 0.2 -0.006
H -0.45429 -2.84788 -2.64119 -0.1 0.4 -0.2 -0.001
C -1.48328 -0.59837 -4.63541 0.1 0.0 -0.3 0.000
H -2.37060 0.03191 -4.80528 0.3 -0.1 0.2 0.000
H -1.71760 -1.61996 -4.97683 0.1 0.3 0.3 0.000
H -0.66372 -0.21216 -5.25624 -0.1 -0.1 0.2 0.000
C -0.63320 1.01795 -2.27447 0.2 0.7 0.2 -0.016
H 0.10775 1.48535 -2.93298 -0.1 0.0 0.0 -0.005
H -0.21412 0.96896 -1.25825 -0.1 -0.3 -0.3 0.064
H -1.52530 1.65853 -2.22724 0.2 -0.3 -0.3 -0.012
C -1.46807 -2.85751 0.52304 0.0 0.0 -0.3 -0.003
H -1.97989 -2.83837 1.48803 0.0 -0.1 -0.2 -0.001
H -0.89648 -3.78557 0.42153 -0.2 0.0 0.1 0.001
H -2.20353 -2.77152 -0.28033 0.0 -0.2 0.1 0.001
C 0.70848 -1.91088 1.91772 0.5 0.1 -0.5 0.004
H 1.12087 -1.00589 2.39153 0.0 -0.2 0.0 0.028
H 1.53823 -2.56551 1.62711 -0.1 0.0 0.2 0.002
H 0.08377 -2.43864 2.64871 0.1 0.2 -0.2 0.006
F -2.43514 -0.97252 -2.18775 1.4 0.5 -0.6 0.002
```
Forces are in eV/Å.

Summary:
E_LUMO (spin up / spin down) (eV): -5.19 / -8.14
HOMO-LUMO gap (spin up / spin down) (eV): 4.19 / 5.82
HOMO level (spin up / spin down) (hartree): -0.3449 / -0.5132
Total charge: +2
2S+1: 5
Energy (eV): -50341.67547



[2]
Formula: C24H43IIrP2
Source: the OMol25 dataset
Level of theory: ωB97M-V/def2-TZVPD

Structure (XYZ):
```
71
Properties=species:S:1:pos:R:3:forces:R:3:mulliken_spin:R:1
Ir 2.13212 0.00247 -1.21386 -1.6 -0.2 3.5 1.365
C -1.07327 2.80404 2.41097 -0.7 0.7 -2.8 0.269
C -1.78802 2.99750 1.19756 1.9 0.0 1.8 0.122
C -3.12048 1.77613 2.62432 1.2 0.0 0.2 0.092
C -1.91268 2.05842 3.29800 -1.8 -1.0 -0.5 0.229
C -3.05064 2.34948 1.32627 0.1 -0.5 0.8 0.195
C 0.34576 3.09795 2.67486 0.5 0.3 0.2 0.046
H 0.88304 3.32751 1.75224 0.0 0.1 0.2 -0.013
H 0.83883 2.23160 3.14401 -0.1 0.2 -0.1 0.008
H 0.47353 3.94833 3.35646 0.0 -0.1 0.0 0.017
C -1.54528 1.52011 4.62044 0.3 -0.1 0.3 -0.002
H -0.46381 1.45306 4.73699 0.0 0.0 0.1 -0.006
H -1.96070 0.52209 4.78406 0.0 0.1 0.0 0.009
H -1.91333 2.15365 5.42702 -0.1 0.1 0.1 0.024
C -4.18594 0.91251 3.15544 -0.5 -0.2 0.3 0.017
H -4.84053 1.45957 3.83379 -0.2 -0.1 0.1 -0.004
H -3.77194 0.07068 3.71555 -0.1 0.0 0.0 0.002
H -4.80925 0.51013 2.35845 -0.2 0.0 0.0 -0.004
C -4.02360 2.13139 0.24236 -0.3 -0.2 -0.5 -0.006
H -4.75499 2.94552 0.16565 0.1 -0.1 0.0 0.035
H -4.58630 1.19968 0.39229 0.0 0.3 0.0 0.007
H -3.51507 2.05950 -0.72804 -0.1 0.2 0.1 0.003
C -1.25871 3.62913 -0.02992 0.1 0.3 -0.5 0.004
H -1.79271 4.54575 -0.30524 0.0 -0.1 0.0 0.002
H -1.32696 2.95760 -0.89798 0.0 0.1 0.0 0.001
H -0.20698 3.90396 0.08282 -0.1 0.1 0.0 -0.002
C 3.56816 -1.57203 -1.33569 2.2 -0.7 0.4 0.203
C 4.04691 -0.23455 -1.60446 2.0 -1.5 -0.5 0.060
C 4.35889 0.16297 -3.02378 0.5 0.6 -0.2 0.046
C 3.11775 0.47214 -3.90544 0.4 0.6 -0.2 0.012
C 1.79845 0.31269 -3.18004 -1.2 -0.9 -1.8 0.221
C 1.26673 -0.97282 -2.75086 -1.4 0.3 -2.8 0.180
C 1.90566 -2.27637 -3.15482 0.0 -0.6 0.0 0.020
C 3.22695 -2.58099 -2.40497 -0.3 -0.5 -0.1 0.037
H 4.97898 -0.59665 -3.50705 0.0 0.0 0.2 -0.001
H 3.16881 -0.08839 -4.85531 -0.3 0.1 0.4 0.006
H 4.96976 1.06371 -2.92077 0.0 -0.1 -0.4 0.005
H 4.05768 -2.65803 -3.12136 -0.1 0.1 0.2 0.013
H 4.00140 -2.04500 -0.44238 -0.4 0.5 -0.5 0.002
H 4.63242 0.18913 -0.77972 0.2 0.0 -0.4 0.022
H 3.12524 -3.57959 -1.94239 0.3 0.4 -0.1 0.003
H 1.17163 -3.08155 -2.98672 0.3 0.2 0.0 -0.001
H 0.17964 -0.96004 -2.71509 0.1 -0.3 -0.1 -0.016
H 2.11388 -2.29833 -4.23451 -0.2 0.2 0.2 0.014
H 3.18349 1.52982 -4.18116 0.0 -0.2 -0.1 0.005
H 0.99018 1.01208 -3.46748 0.6 0.0 0.5 0.018
P 1.46604 -1.67703 0.29877 -1.7 1.5 -0.3 0.273
P -2.14463 -2.00451 0.07305 0.0 0.3 -1.1 0.508
C 0.54147 -3.23925 -0.00620 0.2 -0.3 0.3 0.014
C -0.94344 -3.24835 -0.50630 0.0 -0.7 -0.2 0.026
H 0.59416 -3.71364 0.98060 -0.1 -0.1 -0.1 -0.001
H 1.13486 -3.86719 -0.69051 -0.2 0.2 0.2 0.003
H -0.96625 -3.19294 -1.60683 0.0 -0.1 0.4 0.041
H -1.35173 -4.22540 -0.20825 0.2 0.1 -0.3 -0.004
C -3.74884 -2.38415 0.79755 -0.4 -0.9 -0.4 -0.010
H -4.19562 -1.48088 1.23750 0.4 -0.1 -0.1 0.007
H -3.63699 -3.15462 1.57300 -0.1 0.2 -0.2 0.000
H -4.42163 -2.75289 0.00844 0.0 0.0 0.3 0.023
C -2.29525 -0.91132 -1.36489 -0.6 -0.2 -0.3 0.031
H -2.32551 -1.57081 -2.24437 -0.1 0.4 0.0 0.010
H -1.44211 -0.22225 -1.45477 -0.3 -0.3 0.2 -0.006
H -3.22824 -0.32983 -1.32779 0.3 -0.1 0.0 -0.002
C 2.66695 -1.87590 1.64598 -0.4 -0.7 0.5 -0.003
H 2.84566 -0.91340 2.13119 -0.2 0.0 -0.1 0.003
H 3.63684 -2.29349 1.34540 -0.5 0.1 0.0 0.000
H 2.20371 -2.57027 2.35332 0.2 0.2 0.2 0.007
C 1.91187 1.68232 -0.17611 -0.6 2.1 1.5 0.353
H 0.87436 2.05532 -0.09530 0.3 -0.5 0.0 -0.055
H 2.46534 2.47633 -0.71495 0.1 -0.4 0.1 0.065
H 2.30802 1.56789 0.85314 -0.1 0.1 -0.4 0.051
I -0.58376 -0.51970 1.48781 2.1 1.4 1.8 0.404
```
Forces are in eV/Å.

Summary:
E_LUMO (spin up / spin down) (eV): -6.90 / -8.10
HOMO-LUMO gap (spin up / spin down) (eV): 5.09 / 3.75
HOMO level (spin up / spin down) (hartree): -0.4406 / -0.4354
Total charge: +2
2S+1: 6
Energy (eV): -55081.20350



[3]
Formula: C24H43IN5O4
Source: the OMol25 dataset
Level of theory: ωB97M-V/def2-TZVPD

Structure (XYZ):
```
77
Properties=species:S:1:pos:R:3:forces:R:3:lowdin_charge:R:1
C 0.57979 3.56685 -6.66581 0.2 -0.6 0.6 -0.082
C 2.02527 3.45837 -6.14695 -0.3 0.1 -0.4 -0.317
C 2.22505 4.17516 -4.82452 0.2 -0.2 -0.6 -0.666
I 4.28537 4.70667 -4.57147 -0.1 0.0 0.1 0.976
N 1.74581 3.35564 -3.67689 -0.2 -0.6 0.3 -0.093
C 1.99623 3.70115 -2.42743 0.3 0.7 0.5 -0.039
C 1.53764 2.97082 -1.34231 -0.3 -0.6 -0.2 0.050
C 0.80926 1.83668 -1.61494 0.7 0.9 0.0 0.090
C 0.60833 1.54631 -2.97374 -0.7 -1.0 0.2 -0.169
C -0.15667 0.32303 -3.31680 0.0 -0.6 -0.3 -0.181
C 0.41904 -0.93412 -3.17624 -0.5 0.5 -0.1 0.000
C -0.36566 -2.03075 -3.51404 0.4 -0.5 0.0 -0.141
N -1.61960 -1.99334 -3.94621 -0.1 0.6 -0.1 0.095
C -2.15727 -0.77784 -4.08389 0.5 -0.1 0.2 -0.111
C -1.45834 0.38349 -3.78835 -0.3 0.5 -0.1 -0.013
N 1.05318 2.26224 -3.97971 0.3 0.6 0.1 0.226
H -0.11592 3.62183 -5.83169 -0.2 0.2 0.0 0.060
H 0.32656 2.64170 -7.17284 -0.1 0.1 -0.4 0.081
H 0.44830 4.42006 -7.31878 -0.1 0.1 -0.1 0.080
H 2.34541 2.42432 -6.07793 0.0 -0.1 0.2 0.107
H 2.67901 3.91479 -6.88252 0.2 0.1 0.0 0.086
H 1.63757 5.08695 -4.84083 0.1 0.2 0.3 0.105
H 2.58408 4.59161 -2.27199 0.1 0.1 -0.2 0.098
H 1.75640 3.26816 -0.33061 0.0 0.2 0.1 0.135
H 0.43170 1.21914 -0.81514 -0.2 -0.2 0.0 0.122
H 1.42528 -1.06500 -2.81307 0.1 -0.1 0.0 0.123
H 0.08231 -3.00764 -3.41436 0.0 -0.2 0.0 0.111
H -3.17030 -0.70867 -4.44861 -0.2 -0.1 0.0 0.112
H -1.94407 1.34090 -3.92154 0.0 0.1 0.0 0.115
C 4.05415 -3.81717 2.77353 0.0 -0.1 0.0 -0.112
O 2.78893 -4.43759 2.89462 0.1 0.2 -0.1 -0.190
C 1.81436 -3.66765 3.58558 -0.2 -0.2 0.1 -0.212
C 0.73452 -3.17633 2.64499 0.1 0.1 -0.1 -0.207
N 1.24475 -2.16266 1.72649 -0.1 -0.1 -0.1 -0.043
C 0.34281 -1.83140 0.63024 0.2 0.1 0.1 -0.196
C -0.04665 -2.91830 -0.36906 -0.1 0.1 -0.1 -0.215
O 1.01754 -3.36246 -1.19896 -0.1 0.0 0.3 -0.209
C 1.83934 -4.36929 -0.62117 0.1 0.0 -0.2 -0.075
H 4.75237 -4.56942 2.41124 0.0 0.0 0.0 0.091
H 4.03937 -2.98848 2.05559 0.0 0.1 0.1 0.075
H 4.40937 -3.44693 3.73880 0.0 0.0 0.0 0.090
H 2.27630 -2.83703 4.12666 0.0 0.1 -0.1 0.123
H 1.34977 -4.32784 4.32230 0.0 0.0 0.0 0.125
H -0.08050 -2.74402 3.23328 0.0 0.0 0.0 0.120
H 0.34092 -4.05269 2.11439 -0.1 0.0 0.1 0.108
H 2.12015 -2.48646 1.33667 0.0 0.0 0.0 0.068
H 0.82580 -1.02898 0.06014 -0.1 0.0 0.0 0.101
H -0.57448 -1.41073 1.05786 0.0 0.0 0.0 0.109
H -0.78325 -2.47434 -1.04104 0.0 0.0 0.0 0.103
H -0.54361 -3.77111 0.10468 0.1 0.0 0.1 0.120
H 1.27115 -5.03209 0.03334 0.0 0.0 0.1 0.093
H 2.67539 -3.93422 -0.06874 0.0 -0.1 0.1 0.074
H 2.25767 -4.95949 -1.43603 -0.1 0.0 0.0 0.092
C -4.00976 -1.28083 3.20818 -0.1 0.1 -0.1 -0.112
O -4.36849 0.06307 3.46347 0.2 -0.2 0.0 -0.193
C -4.05622 0.51944 4.77567 -0.2 0.2 0.1 -0.210
C -2.92711 1.52719 4.75182 0.1 -0.1 -0.1 -0.211
N -1.66104 0.89657 4.39532 -0.1 0.2 -0.1 -0.047
C -0.57511 1.82399 4.09495 0.0 -0.3 0.0 -0.197
C -0.74330 2.78584 2.92223 0.2 0.2 0.2 -0.219
O -0.76693 2.15647 1.64767 -0.1 0.0 -0.2 -0.208
C -2.02892 1.63874 1.25503 0.2 -0.1 -0.1 -0.095
H -4.46935 -1.56731 2.26342 0.0 0.0 0.0 0.090
H -2.92394 -1.40680 3.11505 0.0 -0.1 0.1 0.065
H -4.37908 -1.94725 3.99174 0.0 0.0 0.0 0.092
H -3.82537 -0.31747 5.44015 0.1 0.0 -0.1 0.124
H -4.95020 1.01521 5.16203 0.0 0.0 0.0 0.125
H -2.83231 1.98189 5.74166 0.0 0.0 0.0 0.127
H -3.21074 2.31715 4.04337 -0.1 0.1 0.1 0.105
H -1.80919 0.30449 3.58920 0.0 -0.1 0.0 0.063
H 0.31057 1.21498 3.89484 0.0 0.1 0.0 0.119
H -0.36037 2.40989 4.99354 0.0 0.1 0.0 0.121
H 0.13595 3.43539 2.91502 0.0 0.0 0.0 0.118
H -1.61111 3.44462 3.03468 -0.1 -0.1 0.0 0.114
H -2.85473 2.24099 1.63736 0.0 0.0 0.1 0.093
H -2.15378 0.60152 1.57431 -0.1 0.0 0.1 0.065
H -2.06937 1.65039 0.16310 0.0 0.1 0.0 0.078
```
Forces are in eV/Å.

Summary:
E_LUMO (eV): -4.76
HOMO-LUMO gap (eV): 5.92
HOMO level (hartree): -0.3926
Total charge: +1
Energy (eV): -49316.48044



What is the total charge in the third record?
+1



Among the records above, which one has the lowest energy?
C24H43IIrP2



Look up the energy of the third one.
-49316.48044 eV